P.
Density functional theory data (ωB97M-V with the def2-TZVPD basis set) for the ion C5H11N2 with charge +1.

```
! RIJCOSX wB97M-V def2-TZVPD def2/J DEFGRID3
* xyz 1 1
C -1.262 1.200 0.987
C 0.030 0.603 0.309
N -0.018 -0.853 0.175
C -0.219 -1.594 -0.904
N -0.406 -2.911 -0.837
C 1.467 1.018 0.605
C 0.894 1.166 -0.793
H -2.032 0.449 0.825
H -1.472 1.998 0.395
H -1.061 1.387 1.958
H -0.012 -1.183 1.135
H -0.206 -0.998 -1.722
H -0.587 -3.357 -1.688
H -0.586 -3.357 0.058
H 2.217 0.239 0.581
H 1.751 2.028 0.915
H 0.575 2.091 -1.250
H 1.192 0.604 -1.673
*
```

Calculated values
Frontier orbital gap ... 10.9012 eV
SMILES ... CC1(/[NH+]=C/N)CC1

***

Q.
Density functional theory data (ωB97M-V with the def2-TZVPD basis set) for the ion C5H11N2 with charge +1.

```
! RIJCOSX wB97M-V def2-TZVPD def2/J DEFGRID3
* xyz 1 1
C -2.103 -1.176 1.056
C -0.992 -1.069 0.368
N -0.155 0.034 0.413
C -0.276 1.005 1.489
C 0.783 0.220 -0.743
C 1.032 -0.751 -1.919
N 1.522 1.406 -0.675
H -2.663 -2.124 0.966
H -2.501 -0.563 1.818
H -0.756 -2.018 -0.094
H -0.780 0.600 2.390
H 0.808 1.236 1.919
H -0.877 1.975 1.097
H 1.868 -1.374 -1.682
H 1.452 -0.009 -2.675
H 0.241 -1.284 -2.474
H 2.075 1.890 -1.340
H 1.321 2.003 0.086
*
```

Calculated values
Frontier orbital gap ... 8.8512 eV
SMILES ... C=CN(C)C(C)=[NH2+]

***

Which structure is most stable? P, by 0.403 eV over the runner-up.

***

P.
Density functional theory data (ωB97M-V with the def2-TZVPD basis set) for the ion C5H11N2 with charge +1.

```
! RIJCOSX wB97M-V def2-TZVPD def2/J DEFGRID3
* xyz 1 1
C -2.368 -0.446 0.330
C -1.026 -0.123 -0.464
N -0.773 1.414 -0.621
C 0.193 0.475 0.013
C 1.228 0.783 1.072
N 1.662 0.471 -0.270
C 2.472 -0.687 -0.491
H -2.488 0.046 1.220
H -2.345 -1.451 0.474
H -3.136 -0.244 -0.368
H -0.860 -0.792 -1.305
H -0.581 1.857 -1.593
H -1.477 1.839 -0.079
H 1.481 1.796 1.462
H 1.372 -0.188 1.715
H 2.282 -1.471 0.368
H 2.284 -1.102 -1.583
H 3.554 -0.274 -0.617
*
```

Calculated values
Frontier orbital gap ... 10.6746 eV
SMILES ... C[C@H]1[NH2+][C@@]12CN2C

***

Q.
Density functional theory data (ωB97M-V with the def2-TZVPD basis set) for the ion C5H11N2 with charge +1.

```
! RIJCOSX wB97M-V def2-TZVPD def2/J DEFGRID3
* xyz 1 1
N 0.165 2.276 -1.380
C -0.332 1.664 -0.361
C 0.391 1.187 0.817
C -0.316 -0.079 1.210
N -0.507 -0.842 -0.056
C -0.529 -2.258 -0.005
C 0.611 -1.650 -0.619
H -0.208 2.466 -2.254
H 1.208 2.572 -1.384
H -1.393 1.354 -0.390
H 0.187 1.908 1.571
H 1.369 1.083 0.645
H 0.176 -0.766 1.940
H -1.288 0.042 1.579
H -1.399 -2.713 -0.530
H -0.333 -2.580 1.006
H 1.622 -1.888 -0.106
H 0.577 -1.777 -1.683
*
```

Calculated values
Frontier orbital gap ... 8.8800 eV
SMILES ... [NH2+]=CCCN1CC1

***

R.
Density functional theory data (ωB97M-V with the def2-TZVPD basis set) for a cluster of 2 separate species, C5H11N2 in total.

```
! RIJCOSX wB97M-V def2-TZVPD def2/J DEFGRID3
* xyz 1 1
C 0.357 -0.505 1.316
C 2.584 1.625 -1.107
C -0.144 0.454 -1.092
C -1.166 -0.132 -0.452
C -2.497 -0.389 -0.931
N 0.756 -1.051 2.438
N -0.849 -0.561 0.856
H 1.084 -0.102 0.582
H 2.343 2.305 -1.869
H 3.183 0.886 -1.569
H 2.677 1.656 0.006
H -0.010 0.715 -2.144
H -2.448 -0.352 -2.045
H -3.315 0.329 -0.600
H -2.734 -1.457 -0.799
H 1.645 -1.018 2.862
H 0.085 -1.444 3.121
H -1.550 -0.960 1.429
*
```

Calculated values
Frontier orbital gap (spin up / spin down) ... 7.9815 / 9.5748 eV

***

Which structure is most stable? Q, by 1.313 eV over the runner-up.

***

P.
Density functional theory data (ωB97M-V with the def2-TZVPD basis set) for a cluster of 2 separate species, C5H11N2 in total.

```
! RIJCOSX wB97M-V def2-TZVPD def2/J DEFGRID3
* xyz 1 1
C -1.456 -1.737 -0.047
C -1.331 2.069 -0.492
C -1.418 -0.321 0.571
C -1.320 0.892 0.032
C 2.237 0.213 0.085
N 1.491 0.159 1.142
N 1.777 -0.103 -1.120
H -2.518 -1.859 -0.187
H -1.092 -1.690 -1.123
H -0.370 2.517 -0.647
H -2.215 2.460 -0.634
H -1.611 -0.224 1.575
H -0.869 -2.385 0.571
H 3.344 0.464 0.335
H 1.698 0.361 2.094
H 0.417 -0.179 0.926
H 2.464 -0.366 -1.812
H 0.773 -0.269 -1.269
*
```

Calculated values
Frontier orbital gap ... 10.1375 eV

***

Q.
Density functional theory data (ωB97M-V with the def2-TZVPD basis set) for the ion C5H11N2 with charge +1.

```
! RIJCOSX wB97M-V def2-TZVPD def2/J DEFGRID3
* xyz 1 1
N 0.046 -1.726 1.632
C 0.038 -0.724 0.736
C -0.945 -0.883 -0.331
C -0.820 0.157 -1.415
N -0.298 1.385 -0.963
C 1.039 1.300 -0.446
C 0.926 0.497 0.826
H -0.571 -2.457 1.580
H 0.769 -1.798 2.398
H -2.016 -0.878 0.105
H -0.709 -1.897 -0.805
H -0.108 -0.248 -2.283
H -1.866 0.250 -1.826
H -0.366 2.052 -1.682
H 1.353 2.350 -0.204
H 1.852 1.163 -1.194
H 1.878 0.144 1.071
H 0.552 1.136 1.745
*
```

Calculated values
Frontier orbital gap ... 8.1372 eV
SMILES ... [NH2+]=C1CCNCC1

***

Which structure is most stable? Q, by 1.436 eV over the runner-up.

***

P.
Density functional theory data (ωB97M-V with the def2-TZVPD basis set) for a structure of composition C6H11NOS.

```
! RIJCOSX wB97M-V def2-TZVPD def2/J DEFGRID3
* xyz 0 1
C -0.805 -2.774 -0.543
C -2.019 0.449 0.800
C 2.052 -0.261 0.756
C 1.281 0.998 1.131
C 0.732 0.028 0.031
C 0.520 0.453 -1.395
N -2.290 1.124 -0.195
O -0.391 -1.170 2.162
S -0.714 -0.904 0.738
H -1.646 -2.234 -1.103
H -1.314 -3.369 0.321
H -2.662 0.311 1.699
H 2.945 -0.428 0.191
H 1.863 -0.903 1.545
H 0.838 0.745 2.111
H 1.425 2.052 0.848
H 0.648 1.563 -1.434
H -0.392 -0.008 -1.651
H 1.204 -0.026 -2.044
H -2.916 1.909 -0.151
*
```

Calculated values
Frontier orbital gap ... 8.3954 eV

***

Q.
Density functional theory data (ωB97M-V with the def2-TZVPD basis set) for an isolated molecule of C6H11NOS.

```
! RIJCOSX wB97M-V def2-TZVPD def2/J DEFGRID3
* xyz 0 1
O 0.126 2.556 -2.908
N 0.422 2.796 -0.450
S -0.359 3.110 -1.642
C 0.662 -0.787 1.895
C 1.934 -0.334 1.205
C -0.570 -0.619 0.934
C 1.774 1.181 0.790
C -0.751 0.803 0.403
C 0.602 1.344 -0.207
H 0.516 -0.259 2.873
H 0.729 -1.887 2.058
H 2.764 -0.411 1.908
H 2.147 -0.965 0.375
H -1.464 -0.893 1.470
H -0.466 -1.309 0.130
H 2.680 1.459 0.284
H 1.619 1.786 1.690
H -1.555 0.764 -0.369
H -1.059 1.487 1.213
H 0.831 0.761 -1.067
*
```

Calculated values
Frontier orbital gap ... 9.1595 eV

***

Which structure is most stable? Q, by 5.790 eV over the runner-up.

***

P.
Density functional theory data (ωB97M-V with the def2-TZVPD basis set) for a cluster of 3 separate species, C6H11NOS in total.

```
! RIJCOSX wB97M-V def2-TZVPD def2/J DEFGRID3
* xyz 0 1
C 3.293 1.102 -1.719
C 2.772 2.098 -1.316
C 1.553 -0.220 1.352
C -3.848 -2.376 -0.676
C 2.081 3.397 -1.208
C -2.486 -2.396 1.173
N -3.735 -2.107 0.543
O 0.460 2.081 1.564
S 0.964 1.089 0.656
H 3.946 0.296 -1.847
H 1.837 -0.345 2.307
H 1.821 -1.049 0.796
H -4.858 -2.307 -0.989
H -3.136 -2.967 -1.297
H 2.189 3.651 -0.144
H 0.979 3.460 -1.368
H 2.540 4.248 -1.842
H -1.945 -1.617 1.539
H -2.639 -3.165 1.994
H -1.789 -2.873 0.478
*
```

Calculated values
Frontier orbital gap ... 9.5460 eV

***

Q.
Density functional theory data (ωB97M-V with the def2-TZVPD basis set) for an isolated molecule of C6H11NOS.

```
! RIJCOSX wB97M-V def2-TZVPD def2/J DEFGRID3
* xyz 0 1
C -0.055 0.265 1.754
C -0.652 0.506 0.598
C -0.832 1.881 0.018
C -0.082 2.076 -1.297
S -1.469 -0.738 -0.383
C -0.591 -2.249 0.120
C 0.922 -2.078 0.187
N 1.403 -1.106 -0.610
O 1.605 -2.769 0.904
H 0.033 -0.713 2.195
H 0.414 1.070 2.294
H -1.900 2.038 -0.158
H -0.492 2.623 0.745
H 0.992 2.031 -1.135
H -0.329 3.046 -1.720
H -0.369 1.316 -2.021
H -0.828 -2.991 -0.649
H -0.975 -2.613 1.076
H 0.804 -0.616 -1.251
H 2.400 -0.979 -0.668
*
```

Calculated values
Frontier orbital gap ... 9.3884 eV
SMILES ... C=C(CC)SCC(N)=O

***

Which structure is most stable? Q, by 5.666 eV over the runner-up.

***

P.
Density functional theory data (ωB97M-V with the def2-TZVPD basis set) for an isolated molecule of C8H19NO.

```
! RIJCOSX wB97M-V def2-TZVPD def2/J DEFGRID3
* xyz 0 1
C -2.042 -3.153 0.285
C -0.663 -2.525 0.417
C -0.707 -1.014 0.632
C 0.685 -0.345 0.553
C 1.075 0.233 1.913
C 0.814 0.634 -0.653
N 1.970 0.362 -1.526
C 0.880 2.114 -0.281
O 0.574 2.942 -1.384
C -0.803 3.163 -1.581
H -1.973 -4.214 0.051
H -2.622 -3.046 1.202
H -2.593 -2.673 -0.524
H -0.121 -2.970 1.255
H -0.078 -2.744 -0.479
H -1.133 -0.821 1.619
H -1.391 -0.565 -0.092
H 1.408 -1.137 0.343
H 0.977 -0.542 2.674
H 2.107 0.581 1.938
H 0.425 1.051 2.217
H -0.062 0.521 -1.294
H 2.809 0.313 -0.958
H 1.867 -0.554 -1.947
H 0.217 2.356 0.549
H 1.902 2.358 0.011
H -1.024 3.103 -2.646
H -1.415 2.415 -1.070
H -1.082 4.156 -1.226
*
```

Calculated values
Frontier orbital gap ... 10.1464 eV
SMILES ... CCC[C@H](C)[C@H](N)COC

***

Q.
Density functional theory data (ωB97M-V with the def2-TZVPD basis set) for a cluster of 2 separate species, C8H19NO in total.

```
! RIJCOSX wB97M-V def2-TZVPD def2/J DEFGRID3
* xyz 0 1
C -3.411 0.483 0.487
N -2.626 -0.620 -0.272
C -1.443 -1.202 0.237
C -0.871 -2.242 -0.806
O -1.024 -1.167 1.347
H -2.743 0.396 1.404
H -3.136 1.382 0.156
H -4.529 0.411 0.569
H -3.168 -1.185 -1.102
H -0.939 -1.972 -1.749
H -1.369 -3.156 -0.588
H 0.202 -2.710 -0.624
C 3.302 -1.211 0.105
C 2.095 -0.400 0.564
C 1.467 0.753 -0.259
C 0.685 1.735 0.460
C -0.251 2.601 -0.493
H 3.205 -2.120 -0.750
H 4.203 -0.523 -0.264
H 3.868 -1.792 0.781
H 2.421 -0.200 1.682
H 1.142 -1.095 0.584
H 2.177 1.386 -0.977
H 0.687 0.204 -0.788
H 1.310 2.568 0.955
H 0.201 1.254 1.529
H -0.655 1.737 -1.305
H -0.937 3.087 0.138
H 0.137 3.598 -1.022
*
```

Calculated values
Frontier orbital gap ... 10.4557 eV
SMILES ... CNC(C)=O.CCCCC

***

R.
Density functional theory data (ωB97M-V with the def2-TZVPD basis set) for a cluster of 2 separate species, C8H19NO in total.

```
! RIJCOSX wB97M-V def2-TZVPD def2/J DEFGRID3
* xyz 0 1
C -2.133 1.531 -2.391
C -1.737 2.203 -1.075
N -1.228 1.360 -0.011
C -0.673 -0.042 -0.215
C -0.809 1.881 1.179
C -1.230 3.351 1.448
O -0.161 1.331 2.055
H -2.664 0.582 -2.367
H -1.235 1.259 -2.962
H -2.482 2.330 -3.052
H -1.007 3.024 -1.126
H -2.705 2.631 -0.712
H 0.216 -0.034 0.382
H -1.370 -0.863 -0.170
H -0.321 0.277 -1.245
H -0.525 3.623 2.268
H -0.516 3.775 0.707
H -2.173 3.747 1.747
C 1.402 -3.982 0.789
C 2.002 -2.841 -0.226
C 2.817 -1.952 0.684
H 2.181 -4.197 1.484
H 0.657 -3.460 1.392
H 0.953 -4.850 0.313
H 2.575 -3.488 -0.939
H 1.222 -2.263 -0.687
H 3.779 -1.586 0.246
H 2.177 -1.038 0.782
H 2.986 -2.309 1.703
*
```

Calculated values
Frontier orbital gap ... 9.8252 eV
SMILES ... CCN(C)C(C)=O.CCC

***

Which structure is most stable? P, by 1.550 eV over the runner-up.

***

P.
Density functional theory data (ωB97M-V with the def2-TZVPD basis set) for an isolated molecule of C7H11N3O.

```
! RIJCOSX wB97M-V def2-TZVPD def2/J DEFGRID3
* xyz 0 1
C 1.513 -2.246 -0.714
C 0.309 -1.730 -0.016
O -0.525 -2.458 0.474
N 0.246 -0.347 0.068
C 1.160 0.585 -0.430
C 0.378 1.915 -0.564
C -0.529 1.841 0.637
C -0.971 0.373 0.580
N -1.569 -0.169 1.668
C -2.303 0.321 -0.742
N -3.197 0.091 -1.400
H 2.480 -2.211 -0.170
H 1.522 -2.082 -1.818
H 1.338 -3.264 -0.587
H 1.619 0.408 -1.475
H 2.053 0.832 0.154
H -0.232 1.837 -1.569
H 0.915 2.969 -0.350
H 0.099 2.020 1.628
H -1.504 2.510 0.523
H -1.588 -1.208 1.480
H -1.214 0.011 2.625
*
```

Calculated values
Frontier orbital gap ... 10.4636 eV
SMILES ... CC(=O)N1CCC[C@@]1(N)C#N

***

Q.
Density functional theory data (ωB97M-V with the def2-TZVPD basis set) for an isolated molecule of C7H11N3O.

```
! RIJCOSX wB97M-V def2-TZVPD def2/J DEFGRID3
* xyz 0 1
C -2.583 1.347 -1.376
C -1.613 0.461 -1.285
C -0.871 -0.205 -0.359
C -0.992 0.078 1.015
O -1.152 -1.051 1.789
C 0.131 -1.162 -0.611
N 0.306 -1.534 -2.026
N 1.381 -2.497 -2.084
C 1.813 -2.546 -0.911
N 1.292 -1.893 0.006
C 1.748 -2.149 1.361
H -2.867 1.754 -2.349
H -3.122 1.928 -0.499
H -1.387 0.032 -2.368
H -0.139 0.618 1.474
H -1.851 0.764 1.126
H -1.777 -1.750 1.390
H 0.366 -0.748 -2.696
H 2.613 -3.252 -0.884
H 2.852 -2.062 1.232
H 1.571 -3.275 1.640
H 1.289 -1.495 2.090
*
```

Calculated values
Frontier orbital gap ... 7.7864 eV
SMILES ... C=C/C(CO)=C1\NN=CN1C

***

Which structure is most stable? P, by 2.548 eV over the runner-up.